Computed, not measured: 9 unconnected molecules or ions with the total composition C17H22Cl20N2O2 in a non-equilibrium geometry, with wB97M-V/def2-TZVPD.

Bonds (Å) are listed after each position.
Atoms and positions in Å:
1 Cl 5.93 13.84 6.66  C38 1.764
2 Cl 9.45 22.06 4.59  C29 1.773
3 Cl 6.25 21.99 13.68  C37 1.773
4 Cl 7.67 11.62 7.21  C38 1.777
5 Cl 5.67 22.49 5.22  C26 1.761
6 Cl 6.72 23.24 7.80  C26 1.764
7 Cl 8.61 20.53 12.89  C37 1.752
8 Cl 8.03 19.60 4.14  C29 1.764
9 Cl 4.68 24.84 6.54  C26 1.761
10 Cl 9.26 14.22 1.74  C32 1.777
11 Cl 8.78 23.36 13.45  C37 1.778
12 Cl 6.83 15.47 0.86  C32 1.769
13 Cl 9.01 17.08 1.83  C32 1.746
14 Cl 6.73 12.07 4.51  C38 1.756
15 Cl 7.43 22.45 11.08  C37 1.763
16 Cl 7.48 15.44 3.66  C32 1.769
17 Cl 9.68 20.71 2.05  C29 1.764
18 Cl 10.93 19.61 4.42  C29 1.770
19 Cl 7.38 24.78 5.48  C26 1.776
20 Cl 4.90 11.15 6.54  C38 1.768
21 O 12.47 17.33 6.37  C30 1.435, H45 0.960
22 O 7.26 15.24 9.66  C35 1.428, H42 0.967
23 N 9.99 18.65 7.48  C33 1.374, C39 1.369, H44 1.006
24 N 5.29 18.87 11.67  C28 1.362, C36 1.380, H53 0.998
25 C 5.17 19.94 9.75  C27 1.414, C36 1.365, H57 1.084
26 C 6.10 23.84 6.26  Cl5 1.761, Cl6 1.764, Cl9 1.761, Cl19 1.776
27 C 3.88 19.90 10.31  C25 1.414, C28 1.373, H50 1.075
28 C 3.99 19.23 11.50  N24 1.362, C27 1.373, H52 1.077
29 C 9.52 20.48 3.79  Cl2 1.773, Cl8 1.764, Cl17 1.764, Cl18 1.770
30 C 11.59 16.45 5.66  O21 1.435, C41 1.512, H43 1.098, H51 1.090
31 C 8.94 14.31 11.09  C35 1.523, H55 1.089, H59 1.086, H60 1.091
32 C 8.15 15.57 2.03  Cl10 1.777, Cl12 1.769, Cl13 1.746, Cl16 1.769
33 C 9.69 19.85 8.08  N23 1.374, C40 1.364, H46 1.077
34 C 7.83 18.57 8.01  C39 1.369, C40 1.436, H54 1.077
35 C 8.62 14.82 9.69  O22 1.428, C31 1.523, H47 1.091, H48 1.098
36 C 6.04 19.30 10.59  N24 1.380, C25 1.365, H63 1.073
37 C 7.77 22.07 12.77  Cl3 1.773, Cl7 1.752, Cl11 1.778, Cl15 1.763
38 C 6.30 12.17 6.22  Cl1 1.764, Cl4 1.777, Cl14 1.756, Cl20 1.768
39 C 8.87 17.88 7.45  N23 1.369, C34 1.369, H62 1.079
40 C 8.37 19.84 8.43  C33 1.364, C34 1.436, H61 1.075
41 C 11.46 15.11 6.35  C30 1.512, H49 1.101, H56 1.086, H58 1.090
42 H 7.19 16.10 9.24  O22 0.967
43 H 11.93 16.34 4.62  C30 1.098
44 H 10.88 18.36 7.10  N23 1.006
45 H 13.37 17.16 6.09  O21 0.960
46 H 10.44 20.62 8.21  C33 1.077
47 H 9.28 15.60 9.31  C35 1.091
48 H 8.69 13.97 8.99  C35 1.098
49 H 11.03 15.28 7.36  C41 1.101
50 H 2.97 20.35 9.95  C27 1.075
51 H 10.64 16.98 5.58  C30 1.090
52 H 3.25 19.06 12.26  C28 1.077
53 H 5.62 18.39 12.48  N24 0.998
54 H 6.81 18.23 8.10  C34 1.077
55 H 8.73 15.10 11.81  C31 1.089
56 H 10.79 14.43 5.85  C41 1.086
57 H 5.49 20.40 8.82  C25 1.084
58 H 12.43 14.66 6.55  C41 1.090
59 H 8.30 13.45 11.24  C31 1.086
60 H 9.99 14.06 11.19  C31 1.091
61 H 7.79 20.61 8.89  C40 1.075
62 H 8.85 16.90 7.00  C39 1.079
63 H 7.08 19.07 10.54  C36 1.073

Computed properties:
Kohn-Sham gap = 8.27 eV
LUMO level = 0.159 eV
HOMO energy = -8.11 eV